--- P ---
C3H9N3 | ωB97M-V with the def2-TZVPD basis set

Element x y z (Å)
C1 -0.15 -1.12 0.33
C2 -0.55 0.30 0.23
C3 -1.73 0.55 -0.61
N1 0.90 -1.07 -0.69
N2 1.06 0.34 -0.72
N3 2.10 0.68 0.22
H1 0.19 -1.35 1.40
H2 -0.88 -1.89 0.17
H3 -0.26 0.90 1.00
H4 -1.87 -0.22 -1.37
H5 -1.92 1.48 -1.10
H6 -2.53 0.58 0.18
H7 1.86 -1.42 -0.45
H8 1.71 0.51 1.26
H9 2.07 1.73 0.15

E_HOMO in eV: -7.86
Multiplicity: 1
LUMO in eV: 0.9

--- Q ---
C3H9N3 | ωB97M-V with the def2-TZVPD basis set

Element x y z (Å)
H1 -1.99 1.00 -2.93
N1 -2.43 1.09 -2.02
C1 -1.60 0.55 -1.19
N2 -1.16 1.13 -0.05
H2 -1.07 -0.34 -1.56
H3 -1.30 2.13 0.02
H4 -0.41 0.79 0.53
C2 0.85 -1.61 0.15
C3 1.54 -0.54 0.58
N3 1.19 0.26 1.68
H5 1.20 -2.32 -0.58
H6 -0.03 -1.98 0.68
H7 2.56 -0.41 0.23
H8 0.61 -0.31 2.30
H9 2.03 0.55 2.15

E_HOMO in eV: -8.09
Multiplicity: 1
SMILES string: [H]/N=C/N.C=CN
LUMO in eV: 0.8

It is P that is the least stable of them.

--- P ---
C7H10O3 | ωB97M-V with the def2-TZVPD basis set

Element x y z (Å)
C1 0.66 0.71 -2.55
C2 0.85 0.39 -1.39
C3 1.05 -0.07 -0.04
C4 0.75 0.73 1.02
C5 0.03 2.04 0.94
O1 -1.26 1.64 1.37
C6 1.55 -1.50 0.09
C7 0.25 -2.24 0.20
O2 -0.46 -2.67 -0.71
H1 0.51 0.98 -3.58
H2 1.03 0.37 2.01
H3 0.43 2.75 1.67
H4 0.03 2.44 -0.09
H5 -1.77 1.11 0.66
H6 2.11 -1.61 1.03
H7 2.11 -1.85 -0.79
H8 -0.19 -2.21 1.22
O3 -2.54 0.07 -0.40
H9 -1.89 -0.68 -0.71
H10 -3.26 -0.39 0.05

E_HOMO in eV: -8.93
Multiplicity: 1
SMILES string: C#C/C(=C\CO)CC=O.O
LUMO in eV: 0.4

--- Q ---
C7H10O3 | ωB97M-V with the def2-TZVPD basis set

Element x y z (Å)
O1 2.28 1.98 2.00
C1 2.36 0.91 1.42
O2 1.33 0.40 0.76
C2 3.56 0.02 1.55
C3 4.29 -0.31 0.45
C4 3.79 -0.78 -0.84
C5 4.77 -1.45 -1.49
C6 6.11 -1.28 -0.84
C7 5.79 -0.49 0.44
H1 1.37 -0.65 0.61
H2 4.09 0.16 2.50
H3 2.80 -0.57 -1.24
H4 4.64 -1.93 -2.47
H5 6.81 -0.76 -1.51
H6 6.56 -2.26 -0.63
H7 6.27 0.50 0.44
H8 6.14 -1.01 1.35
O3 1.50 -2.18 0.65
H9 2.48 -2.06 1.04
H10 0.96 -2.58 1.34

E_HOMO in eV: -8.84
Multiplicity: 1
SMILES string: O=C(O)/C=C1\C=CCC1.O
LUMO in eV: 0.2

It is P that is the least stable of them.

--- P ---
C2HN2PS | ωB97M-V with the def2-TZVPD basis set

Element x y z (Å)
N1 1.37 3.23 -2.23
C1 0.66 2.70 -1.51
P1 -0.35 1.97 -0.26
S1 0.50 -0.38 -0.61
C2 -1.78 1.87 -1.30
N2 -2.76 1.85 -1.90
H1 0.13 -0.77 0.61

E_HOMO in eV: -10.52
Multiplicity: 1
SMILES string: N#CP(S)C#N
LUMO in eV: -2.1

--- Q ---
C2HN2PS | ωB97M-V with the def2-TZVPD basis set

Element x y z (Å)
C1 -1.08 -1.04 0.01
C2 1.15 -0.48 -1.10
N1 -2.21 -1.00 -0.19
N2 1.57 -0.06 -2.08
P1 0.62 -1.16 0.44
S1 0.64 1.84 1.44
H1 -0.69 1.90 1.47

E_HOMO (alpha / beta) in eV: -10.13 / -10.12
Multiplicity: 1
LUMO (alpha / beta) in eV: -3.8 / -3.8

It is Q that is the least stable of them.

--- P ---
C2H6N2S | ωB97M-V with the def2-TZVPD basis set

Element x y z (Å)
C1 -0.80 0.05 1.17
C2 -0.22 -0.19 -1.00
H1 -1.60 1.39 0.72
H2 -0.15 -0.02 2.48
H3 -1.71 -1.34 0.81
H4 2.08 1.11 0.11
H5 -1.32 -0.59 -0.92
H6 1.30 -0.01 -1.84
N1 0.30 -0.27 0.19
N2 0.19 0.23 -2.14
S1 1.92 -0.36 0.41

E_HOMO in eV: -9.15
Multiplicity: 1
LUMO in eV: -0.5

--- Q ---
C2H6N2S | ωB97M-V with the def2-TZVPD basis set

Element x y z (Å)
C1 -0.83 -0.18 1.89
N1 -0.21 -0.67 0.66
C2 0.04 0.08 -0.34
N2 0.81 -0.35 -1.40
S1 0.72 0.44 -2.93
H1 -0.28 -0.66 2.71
H2 -1.83 -0.66 1.95
H3 -0.89 0.97 1.97
H4 -0.37 1.12 -0.43
H5 1.04 -1.34 -1.37
H6 1.80 1.27 -2.70

E_HOMO in eV: -8.93
Multiplicity: 1
SMILES string: C/N=C/NS
LUMO in eV: 0.8

--- R ---
C2H6N2S | ωB97M-V with the def2-TZVPD basis set

Element x y z (Å)
C1 -0.42 0.40 -0.57
C2 -0.24 -0.96 -0.33
H1 -0.14 0.99 1.32
H2 0.35 2.52 -0.08
H3 -0.22 0.61 -1.56
H4 -1.49 0.62 -0.32
H5 0.79 -1.94 0.97
H6 1.61 -0.28 0.36
N1 0.53 1.26 0.27
N2 0.69 -1.15 0.65
S1 -1.47 -2.09 -0.70

E_HOMO in eV: -8.27
Multiplicity: 1
LUMO in eV: 0.2

--- S ---
C2H6N2S | ωB97M-V with the def2-TZVPD basis set

Element x y z (Å)
C1 0.25 -0.12 0.67
C2 -0.54 -0.72 -0.51
H1 3.37 -0.35 1.43
H2 2.28 1.53 0.93
H3 0.04 1.00 1.24
H4 -1.21 -1.69 -0.53
H5 0.48 -1.00 -1.07
H6 -2.32 1.08 -0.31
N1 2.25 0.00 1.66
N2 1.28 -1.03 0.92
S1 -1.60 0.73 -1.29

E_HOMO in eV: -8.90
Multiplicity: 1
LUMO in eV: -0.7

It is P that is the least stable of them.

--- P ---
C2H8S2 | ωB97M-V with the def2-TZVPD basis set

Element x y z (Å)
C1 -2.39 -0.34 1.51
S1 -1.45 1.09 0.92
H1 -1.99 -1.38 1.36
H2 -3.16 -0.09 0.80
H3 -2.78 -0.30 2.51
H4 -1.59 0.86 -0.45
C2 2.35 -1.12 -0.24
S2 1.50 -0.29 -1.61
H5 1.77 -1.11 0.63
H6 3.38 -0.73 0.04
H7 2.36 -2.24 -0.45
H8 1.49 0.91 -1.04

E_HOMO in eV: -8.82
Multiplicity: 1
SMILES string: CS.CS
LUMO in eV: 0.8

--- Q ---
C2H8S2 | ωB97M-V with the def2-TZVPD basis set

Element x y z (Å)
C1 0.29 -1.14 -0.91
S1 2.04 -0.52 -0.91
C2 2.16 -0.74 1.00
H1 0.30 -1.96 -1.62
H2 -0.05 -1.61 0.00
H3 -0.39 -0.36 -1.25
H4 2.99 -0.15 1.42
H5 2.18 -1.77 1.32
H6 1.22 -0.30 1.33
S2 -3.09 1.51 0.80
H7 -2.08 0.95 0.09
H8 -3.27 0.24 1.24

E_HOMO in eV: -8.72
Multiplicity: 1
SMILES string: CSC.S
LUMO in eV: 0.7

It is P that is the least stable of them.

--- P ---
C6H14O2 | ωB97M-V with the def2-TZVPD basis set

Element x y z (Å)
C1 -0.51 1.71 -2.07
C2 0.12 0.56 -1.96
C3 0.84 0.22 -0.65
C4 -0.08 0.11 0.59
C5 -0.69 -1.32 0.65
C6 0.34 -2.48 0.72
O1 1.54 -2.20 1.48
H1 -0.51 2.59 -1.43
H2 -1.02 2.02 -2.97
H3 -0.06 -0.30 -2.60
H4 1.63 0.96 -0.48
H5 1.37 -0.73 -0.68
H6 -0.96 0.75 0.59
H7 0.49 0.27 1.51
H8 -1.12 -1.46 -0.35
H9 -1.41 -1.43 1.46
H10 0.51 -2.90 -0.27
H11 -0.09 -3.24 1.36
H12 2.05 -1.62 0.93
O2 -0.89 3.14 1.56
H13 -0.50 2.38 1.98
H14 -1.05 2.97 0.63

E_HOMO in eV: -10.17
Multiplicity: 1
SMILES string: C=CCCCCO.O
LUMO in eV: 0.8

--- Q ---
C6H14O2 | ωB97M-V with the def2-TZVPD basis set

Element x y z (Å)
C1 -0.43 -0.55 -1.60
C2 0.01 -0.99 0.33
C3 0.47 0.31 0.66
C4 -1.25 -1.57 0.90
C5 1.87 0.70 0.27
C6 -0.48 1.46 0.86
O1 0.73 -0.49 -2.38
O2 -1.40 0.40 -1.91
H1 -1.06 1.28 -1.72
H2 1.15 0.37 -2.28
H3 -0.89 -1.51 -1.84
H4 0.81 -1.71 0.16
H5 0.68 -0.30 2.06
H6 -1.59 -2.41 0.29
H7 -2.05 -0.84 0.95
H8 -1.05 -1.95 1.90
H9 2.52 -0.16 0.17
H10 -1.51 1.26 0.55
H11 1.88 1.29 -0.65
H12 2.28 1.35 1.04
H13 -0.16 2.36 0.33
H14 -0.53 1.69 1.93

E_HOMO in eV: -7.49
Multiplicity: 1
LUMO in eV: 0.7

It is Q that is the least stable of them.